(1)
DFT (the ωB97M-V functional and the def2-TZVPD basis) results for a 2-piece molecular cluster, C6H15P overall.

Summary:
Kohn-Sham gap (spin up / spin down) = 0.279 / 0.302 Eh
highest occupied orbital energy (spin up / spin down) = -0.2903 / -0.2835 Ha
energy = -578.839540 a.u.

Last column: Löwdin charge in e.
Positions of all 22 atoms, in Å:
C -2.76 -0.70 1.35  -0.427
H 0.00 0.88 -0.21  0.020
H -2.09 0.06 1.73  0.018
H 3.91 0.22 0.83  0.072
C 2.43 -1.47 -0.67  -0.092
H -3.75 -0.57 1.80  0.023
H 3.18 -1.98 -0.06  0.072
P -2.88 -0.60 -0.50  0.774
H 3.51 1.08 -0.66  0.076
H -4.69 1.04 -0.55  0.020
C 3.12 0.74 0.29  -0.088
H -2.38 -1.69 1.62  0.007
H -3.24 1.74 0.20  0.019
H 1.61 -2.16 -0.86  0.073
H 2.89 -1.20 -1.62  0.076
H 2.81 1.60 0.87  0.071
C 1.93 -0.22 0.05  -0.517
C -3.60 1.11 -0.61  -0.421
C 0.86 0.46 -0.70  0.036
H -3.33 1.55 -1.57  0.010
H 1.54 -0.51 1.03  0.125
H 0.95 0.61 -1.76  0.052

(2)
DFT (the ωB97M-V functional and the def2-TZVPD basis) results for an isolated molecule of C6H15P.

Summary:
Kohn-Sham gap = 0.286 Eh
highest occupied orbital energy = -0.2586 Ha
energy = -578.789009 a.u.

Last column: Löwdin charge in e.
Positions of all 22 atoms, in Å:
C 1.78 -0.23 -1.81  -0.207
H 2.60 -0.92 -1.62  0.011
H -2.03 -1.13 -0.65  -0.024
H 2.13 0.47 1.41  0.046
H 1.26 -1.96 1.65  0.040
C 1.21 0.84 0.94  -0.262
H 0.97 1.79 0.45  0.047
H 0.44 0.93 1.75  0.036
H -1.37 1.53 -1.00  0.073
C 1.38 -1.98 0.57  -0.280
P 0.66 -0.47 -0.24  0.874
H -3.22 1.05 -0.95  0.089
H -3.11 0.12 1.04  0.087
H 2.28 0.77 -1.57  0.052
H 1.46 -0.28 -2.79  -0.005
H 2.52 -1.84 0.51  0.057
C -2.10 0.41 0.73  -0.457
H -2.54 2.42 -0.03  0.021
C -2.34 1.46 -0.37  -0.148
C -1.51 -0.94 0.31  -0.168
H 0.96 -2.85 0.09  0.031
H -1.44 0.82 1.61  0.086

(3)
DFT (the ωB97M-V functional and the def2-TZVPD basis) results for C6H15P as an isolated structure.

Summary:
Kohn-Sham gap = 0.280 Eh
highest occupied orbital energy = -0.2512 Ha
energy = -578.808524 a.u.

Last column: Löwdin charge in e.
Positions of all 22 atoms, in Å:
H -0.39 -1.72 2.27  0.066
C -0.20 0.75 -2.02  -0.413
H 2.01 0.01 1.36  0.053
H 0.16 -0.15 2.95  0.044
C -0.69 -1.95 -1.01  -0.249
H -0.44 2.81 -2.54  0.054
H 1.02 -1.62 3.12  0.049
H 1.59 -1.65 0.82  0.009
P -0.18 -0.23 -0.55  0.845
H -0.39 2.35 -0.79  0.030
H 1.16 2.42 -1.90  0.074
C 0.07 2.21 -1.79  -0.245
C -1.32 0.65 0.55  -0.266
C 1.25 -0.76 1.28  -0.197
H 0.68 0.28 -2.65  0.053
H -1.36 -1.96 -1.93  0.058
H -1.01 -2.58 -0.13  0.052
C 0.42 -1.04 2.50  -0.188
H -2.27 0.93 -0.03  0.092
H -1.75 0.06 1.33  0.023
H 0.37 -2.29 -1.33  0.056
H -0.77 1.41 0.95  0.002

(4)
DFT (the ωB97M-V functional and the def2-TZVPD basis) results for a 2-piece molecular cluster, C6H16 overall.

Summary:
Kohn-Sham gap = 0.435 Eh
highest occupied orbital energy = -0.3967 Ha
energy = -238.119783 a.u.

Last column: Löwdin charge in e.
Positions of all 22 atoms, in Å:
H -0.54 -0.78 -0.11  0.115
H -1.43 -0.94 2.02  0.067
H -0.05 -0.69 3.01  0.081
H -0.85 0.97 -0.61  0.045
H 0.79 0.40 -0.50  0.069
H -1.46 -0.91 -3.37  0.034
C -0.12 0.85 1.52  -0.488
C 0.67 -0.98 -2.75  -0.156
C -0.85 -0.80 -2.52  -0.190
C -0.20 0.38 0.03  -0.091
H 0.75 -1.28 -3.85  0.079
C -0.84 -0.11 2.45  -0.110
H -1.27 -1.55 -1.83  0.060
H -0.56 1.84 1.61  0.114
H 1.18 -0.15 -2.47  -0.002
H 2.18 0.35 1.86  0.148
H 1.10 -1.90 -2.21  0.092
H 1.18 1.37 3.10  0.042
H 1.56 2.08 1.47  0.057
H -1.02 0.25 -2.10  0.055
H -1.49 0.40 3.20  0.086
C 1.27 1.22 2.06  -0.110

(5)
DFT (the ωB97M-V functional and the def2-TZVPD basis) results for a 2-piece molecular cluster, C6H16 overall.

Summary:
Kohn-Sham gap = 0.444 Eh
highest occupied orbital energy = -0.4071 Ha
energy = -238.133678 a.u.

Last column: Löwdin charge in e.
Positions of all 22 atoms, in Å:
H 1.73 -3.29 -3.24  0.092
H -1.80 3.26 2.91  0.069
H 1.60 3.64 1.26  0.053
H -1.20 -1.76 -1.93  0.099
H -2.25 1.90 1.68  0.053
C 0.68 3.86 1.74  -0.117
H -2.07 3.81 1.24  0.103
H 0.49 -4.50 -2.52  0.051
H -0.15 2.28 0.55  0.077
H 0.24 1.73 2.22  0.088
C -0.72 -2.70 -1.43  -0.154
H 1.16 -3.01 -0.30  0.115
H 0.20 4.63 1.26  0.023
H -1.27 -3.03 -0.50  0.074
H 0.74 4.17 2.80  0.078
C 1.30 -3.80 -2.31  -0.158
C 0.79 -2.75 -1.34  -0.351
H 2.15 -4.41 -1.90  0.078
H -1.17 -3.55 -2.04  0.065
H 1.37 -1.86 -1.61  0.090
C -0.14 2.53 1.60  -0.288
C -1.70 2.84 1.85  -0.139

(6)
DFT (the ωB97M-V functional and the def2-TZVPD basis) results for a 2-piece molecular cluster, C6H16 overall.

Summary:
Kohn-Sham gap = 0.453 Eh
highest occupied orbital energy = -0.4118 Ha
energy = -238.166134 a.u.

Last column: Löwdin charge in e.
Positions of all 22 atoms, in Å:
H 2.80 -0.63 2.07  0.070
C -2.00 1.75 -0.16  -0.144
C 1.85 -1.51 -0.28  -0.109
H -1.69 -0.80 -1.87  0.068
H 0.81 -1.38 -0.52  0.032
H 3.14 0.97 1.76  0.069
H 2.35 -1.82 -1.20  0.072
H -2.62 -1.64 -0.60  0.070
H -1.64 1.65 0.97  0.104
C -2.01 -0.75 -0.83  -0.121
C 2.50 -0.17 0.04  -0.322
H -1.15 1.90 -0.89  0.083
H 2.01 0.62 -0.54  0.093
H -3.46 0.33 0.42  0.096
H -3.50 0.78 -1.31  0.093
C -2.84 0.49 -0.48  -0.335
H -2.62 2.63 -0.23  0.042
C 2.34 0.23 1.52  -0.130
H 3.55 -0.13 -0.18  0.090
H -1.16 -0.70 -0.14  0.049
H 1.36 0.42 1.95  0.063
H 2.00 -2.23 0.51  0.065

(7)
DFT (the ωB97M-V functional and the def2-TZVPD basis) results for a 2-piece molecular cluster, C6H16 overall.

Summary:
Kohn-Sham gap = 0.448 Eh
highest occupied orbital energy = -0.4088 Ha
energy = -238.181297 a.u.

Last column: Löwdin charge in e.
Positions of all 22 atoms, in Å:
H 0.67 -1.17 -1.20  0.063
H 1.75 1.37 -1.27  0.075
H 2.06 -0.71 2.60  0.064
H -0.51 -2.39 2.27  0.061
H 1.46 -1.23 1.13  0.053
C -0.21 -0.63 -1.59  -0.094
H 0.49 -0.04 2.00  0.050
C 1.11 -0.93 2.11  -0.174
H 0.58 1.70 -2.62  0.079
H -2.33 1.38 -0.25  0.073
C -0.32 0.74 -0.92  -0.472
C 0.34 -2.02 2.85  -0.164
H 0.08 -0.48 -2.64  0.075
H 0.62 2.67 -1.18  0.072
H 1.00 -2.82 3.18  0.060
H -0.12 -1.62 3.76  0.063
H -1.62 2.43 -1.41  0.064
H -1.06 -1.30 -1.52  0.075
C 0.74 1.65 -1.54  -0.104
C -1.70 1.38 -1.15  -0.077
H -0.05 0.67 0.13  0.086
H -2.23 0.85 -1.94  0.071

(8)
DFT (the ωB97M-V functional and the def2-TZVPD basis) results for a 2-piece molecular cluster, C6H16 overall.

Summary:
Kohn-Sham gap = 0.455 Eh
highest occupied orbital energy = -0.4131 Ha
energy = -238.174121 a.u.

Last column: Löwdin charge in e.
Positions of all 22 atoms, in Å:
H 1.78 -1.59 -0.97  0.079
H -1.45 2.09 2.01  0.097
C -0.76 1.35 1.58  -0.324
C 0.64 1.96 1.49  -0.116
H 0.61 -0.98 -3.83  0.060
C 0.18 -0.51 -2.95  -0.117
C -0.21 -1.49 -1.80  -0.290
H -1.85 -0.44 2.36  0.070
H 0.87 -0.41 -0.19  0.033
C 0.77 -1.40 -0.62  -0.126
H -0.51 0.10 3.36  0.073
H -0.12 -2.49 -2.22  0.093
H 1.30 1.20 1.07  0.051
H -1.22 -1.23 -1.50  0.090
H 0.34 -1.99 0.18  0.062
H 0.61 2.68 0.67  0.070
C -0.88 0.04 2.33  -0.130
H -0.72 0.04 -3.23  0.059
H -1.14 1.12 0.57  0.093
H -0.19 -0.69 1.89  0.041
H 1.05 2.41 2.39  0.070
H 0.91 0.22 -2.61  0.062

energy of number 4 (C6H16)?
-238.119783 a.u.

energy of number 8 (C6H16)?
-238.174121 a.u.

energy of number 2 (C6H15P)?
-578.789009 a.u.

Please write out number 2 again, unchanged.
DFT (the ωB97M-V functional and the def2-TZVPD basis) results for an isolated molecule of C6H15P.

Summary:
Kohn-Sham gap = 0.286 Eh
highest occupied orbital energy = -0.2586 Ha
energy = -578.789009 a.u.

Last column: Löwdin charge in e.
Positions of all 22 atoms, in Å:
C 1.78 -0.23 -1.81  -0.207
H 2.60 -0.92 -1.62  0.011
H -2.03 -1.13 -0.65  -0.024
H 2.13 0.47 1.41  0.046
H 1.26 -1.96 1.65  0.040
C 1.21 0.84 0.94  -0.262
H 0.97 1.79 0.45  0.047
H 0.44 0.93 1.75  0.036
H -1.37 1.53 -1.00  0.073
C 1.38 -1.98 0.57  -0.280
P 0.66 -0.47 -0.24  0.874
H -3.22 1.05 -0.95  0.089
H -3.11 0.12 1.04  0.087
H 2.28 0.77 -1.57  0.052
H 1.46 -0.28 -2.79  -0.005
H 2.52 -1.84 0.51  0.057
C -2.10 0.41 0.73  -0.457
H -2.54 2.42 -0.03  0.021
C -2.34 1.46 -0.37  -0.148
C -1.51 -0.94 0.31  -0.168
H 0.96 -2.85 0.09  0.031
H -1.44 0.82 1.61  0.086